[1]
C5H10N2O3 | ωB97M-V/def2-TZVPD

## Properties
**Charge**: 0
**SMILES**: CC(C)[C@](C)(N=O)[N+](=O)[O-]
**Energy**: -14463.134 eV
**Spin multiplicity**: 1
**Frontier orbital gap (spin up / spin down)**: 8.68 / 8.67 eV
**M**: 146.1 g/mol

Geometry (Å):
C (0.4144, -0.6435, -1.7725)
C (1.9447, -0.4631, 0.1931)
C (-0.4469, 1.1481, 1.7341)
C (0.6037, 0.1124, -0.3886)
C (-0.4888, 0.0785, 0.6217)
N (-0.8426, -1.3023, 1.1121)
N (-1.9627, 0.5423, -0.3632)
O (-2.0617, 1.7430, -0.5016)
O (-1.2775, -2.0045, 0.2687)
O (-2.7767, -0.2405, -0.7013)
H (-0.3180, -0.0125, -2.1845)
H (1.2295, -0.7565, -2.4527)
H (-0.0315, -1.6270, -1.6911)
H (2.6330, -0.3593, -0.7012)
H (1.8966, -1.5913, 0.2298)
H (2.2128, 0.0558, 1.1416)
H (-0.0463, 2.0665, 1.3657)
H (-1.4362, 1.4369, 2.1825)
H (-0.0101, 0.7442, 2.5671)
H (0.7645, 1.0729, -0.6598)

Atoms 1-3, force components in eV/Å:
C -1.5 0.1 1.9
C -0.2 -0.4 -1.3
C -2.6 -0.2 -1.6

Results of the natural (NBO) charge analysis, in e, for atoms 1 through 4:
1. C -0.609
2. C -0.615
3. C -0.664
4. C -0.279

[2]
C5H10N2O3S | ωB97M-V/def2-TZVPD

## Properties
**Charge**: 0
**⟨S²⟩**: 2.0251
**Energy**: -25299.252 eV
**Spin multiplicity**: 3
**Frontier orbital gap (spin up / spin down)**: 7.46 / 7.79 eV
**M**: 178.2 g/mol

Geometry (Å):
C (1.0168, 0.9202, -0.5214)
C (2.0579, 0.0114, -0.1852)
C (-1.0201, -0.2144, -0.1821)
C (-1.0982, 2.0501, -0.4194)
C (3.2723, -1.9307, 0.2653)
N (-0.3472, 0.8964, -0.4086)
N (2.0500, -1.1941, 0.2179)
O (-3.4701, 0.7295, -0.5538)
O (-3.1348, -1.7544, -0.3597)
O (-3.1001, -0.3336, 1.6649)
S (-2.7652, -0.4041, 0.0375)
H (1.2380, 2.0400, -0.7075)
H (3.0893, 0.5099, -0.3063)
H (-0.4571, -1.0829, 0.0306)
H (-2.0533, 1.9743, -0.9124)
H (-1.5680, 2.0700, 0.4924)
H (-0.3883, 2.9596, -0.5549)
H (3.1113, -2.8304, -0.4009)
H (4.1575, -1.5266, -0.1016)
H (3.4690, -2.4011, 1.2684)
H (-4.0598, -0.4891, 1.6369)

Atoms 1-3, force components in eV/Å:
C 1.7 2.3 0.3
C 1.7 2.9 -0.8
C -2.1 -2.8 0.8

Results of the natural (NBO) charge analysis, in e, for atoms 1 through 4:
1. C 0.072
2. C -0.051
3. C -0.262
4. C -0.438

[3]
C5H10N2O3S2 | ωB97M-V/def2-TZVPD

## Properties
**Charge**: 0
**Energy**: -36137.129 eV
**Spin multiplicity**: 1
**Frontier orbital gap**: 9.60 eV
**M**: 210.3 g/mol

Geometry (Å):
C (0.5262, -0.9378, -0.3807)
C (1.6192, -1.8406, -0.0150)
C (2.9892, -1.0664, -0.3399)
C (-2.2881, 1.3438, -0.8318)
C (-2.3696, 1.0669, 1.5999)
N (0.6737, 0.2921, -0.7546)
N (-2.4101, 0.5118, 0.2741)
O (-0.6191, -1.5818, -0.2055)
O (2.5677, 1.2139, 0.7412)
O (2.8692, 1.2395, -1.7315)
S (-2.3293, -1.1264, 0.0979)
S (2.3513, 0.6308, -0.5649)
H (1.5495, -2.2317, 1.0637)
H (1.5715, -2.8221, -0.5844)
H (3.5571, -1.0788, 0.5308)
H (3.2712, -1.4459, -1.3259)
H (-1.1483, 1.5526, -0.9764)
H (-2.6344, 0.7730, -1.6777)
H (-2.8936, 2.1004, -0.5455)
H (-1.6002, 1.9568, 1.5880)
H (-3.3197, 1.3084, 1.8697)
H (-1.9334, 0.1414, 2.1688)

Atoms 1-3, force components in eV/Å:
C -2.1 0.4 0.3
C 2.6 -1.8 0.6
C -4.2 -0.6 -1.6

Results of the natural (NBO) charge analysis, in e, for atoms 1 through 4:
1. C 0.598
2. C -0.493
3. C -0.667
4. C -0.426

[4]
C5H10N2O6 | ωB97M-V/def2-TZVPD

## Properties
**Charge**: 0
**Energy**: -20601.428 eV
**Spin multiplicity**: 1
**Frontier orbital gap (spin up / spin down)**: 9.12 / 4.84 eV
**M**: 194.1 g/mol

Geometry (Å):
C (1.0540, -2.2681, 0.1736)
C (1.3268, -0.8420, 0.0973)
C (-0.7192, 0.2229, -0.2235)
C (-0.3195, 1.6697, 0.0042)
C (-0.9549, 0.0616, -1.6640)
O (-0.8759, -0.6122, 0.6576)
O (-4.1772, 1.5305, 1.1927)
N (-4.2744, 0.2588, 1.2058)
O (-5.0454, -0.3833, 0.4186)
O (2.0088, -0.2581, -0.7725)
N (3.5068, 0.0129, 0.1822)
O (3.8384, -0.9389, 0.8361)
O (3.9548, 1.0965, -0.0329)
H (0.3152, -2.3347, 0.9686)
H (0.6362, -2.6097, -0.7584)
H (1.9621, -2.8111, 0.4678)
H (1.3399, -0.4087, 1.1094)
H (0.4351, 1.9863, -0.7437)
H (-1.2152, 2.3021, -0.2000)
H (0.0554, 1.9185, 1.0075)
H (-0.0952, 0.4045, -2.2820)
H (-1.1780, -0.9719, -1.9383)
H (-1.8320, 0.6751, -1.9920)

Atoms 1-3, force components in eV/Å:
C -0.7 -0.7 0.1
C 3.0 0.2 0.8
C -0.3 1.6 0.8

Results of the natural (NBO) charge analysis, in e, for atoms 1 through 4:
1. C -0.719
2. C 0.407
3. C 0.615
4. C -0.739

[5]
C5H10N2OS | ωB97M-V/def2-TZVPD

## Properties
**Charge**: 0
**Energy**: -21205.165 eV
**Spin multiplicity**: 1
**Frontier orbital gap**: 8.14 eV
**M**: 146.2 g/mol

Geometry (Å):
C (-0.8813, -0.4744, -0.5183)
C (-0.5629, 0.8994, -1.0664)
C (1.9294, -0.6778, -0.0333)
C (-1.0065, 1.8008, 0.1488)
C (2.9713, -1.4499, 0.5720)
N (0.9305, 0.9871, -1.3750)
N (1.5780, 0.1965, -0.7152)
O (-2.9450, -0.4289, 1.0647)
S (-2.6484, -0.8496, -0.5535)
H (-0.6143, -0.5556, 0.5576)
H (-1.0191, 1.3059, -1.8949)
H (-0.3908, -1.2152, -1.1337)
H (-2.0617, 2.0416, 0.0948)
H (-0.5328, 2.7607, 0.0956)
H (-0.7476, 1.4324, 1.1755)
H (3.5709, -1.8000, -0.2334)
H (2.5538, -2.1514, 1.1421)
H (3.5714, -0.9122, 1.2280)
H (-3.6948, -0.9095, 1.4447)

Atoms 1-3, force components in eV/Å:
C -1.0 -0.5 -0.8
C 1.9 0.4 4.6
C 1.1 0.7 -0.3

Results of the natural (NBO) charge analysis, in e, for atoms 1 through 4:
1. C -0.590
2. C -0.078
3. C 0.195
4. C -0.638

[6]
C5H10N2S | ωB97M-V/def2-TZVPD

## Properties
**Charge**: 0
**SMILES**: CC1=NSC[C@H](N)C1
**Energy**: -19161.753 eV
**Spin multiplicity**: 1
**Frontier orbital gap**: 8.96 eV
**M**: 130.2 g/mol

Geometry (Å):
C (2.7246, -0.7040, -0.0755)
C (1.3767, 0.0721, -0.0029)
C (-1.2257, 1.3748, 0.3259)
C (-1.2035, 0.0014, -0.4309)
C (0.0495, -0.7033, 0.0519)
H (2.8298, -1.4655, 0.7123)
H (2.6489, -1.1296, -1.1291)
H (3.4775, 0.0546, -0.1093)
H (-1.2845, 1.3062, 1.4500)
H (-2.0488, 1.9824, -0.0896)
H (-1.1167, 0.2562, -1.5021)
H (-2.4412, -0.9231, 0.8651)
H (-3.1955, -0.4212, -0.4734)
H (0.2057, -1.7144, -0.4328)
H (-0.1250, -0.8149, 1.1345)
N (1.5120, 1.3289, 0.0445)
N (-2.3718, -0.8002, -0.1474)
S (0.1878, 2.2996, -0.1913)

Atoms 1-3, force components in eV/Å:
C -2.4 -0.2 -1.4
C 1.0 -0.9 0.6
C -0.4 -0.5 -0.4

Results of the natural (NBO) charge analysis, in e, for atoms 1 through 4:
1. C -0.650
2. C 0.315
3. C -0.610
4. C -0.056

[7]
C5H10N2S | ωB97M-V/def2-TZVPD

## Properties
**Charge**: 0
**Energy**: -19157.140 eV
**Spin multiplicity**: 1
**Frontier orbital gap**: 8.58 eV
**M**: 130.2 g/mol

Geometry (Å):
C (0.5888, -2.4219, -0.8439)
C (0.9509, -1.2207, -0.1780)
C (-1.1263, 0.0913, -0.8358)
C (-0.3864, 0.9874, -0.1007)
C (-0.4861, 2.1929, 0.8839)
H (-0.1816, -2.2818, -1.5971)
H (1.2878, -3.1879, -1.0978)
H (-0.1758, -3.1291, -0.2923)
H (1.8610, 0.3123, 0.1163)
H (-2.1907, 0.0339, -0.6580)
H (-0.7420, -0.1282, -1.9178)
H (0.3873, 1.4298, -0.6835)
H (-1.5486, 2.1639, 1.4170)
H (-0.4221, 3.2059, 0.2736)
H (-0.4009, 0.9371, 3.1799)
N (2.1664, -0.6636, -0.0557)
N (-0.2860, -0.4143, 0.2070)
S (0.7045, 2.0930, 2.1829)

Atoms 1-3, force components in eV/Å:
C -3.3 -4.3 0.9
C 2.1 5.0 0.9
C -2.5 -2.6 -3.9

Results of the natural (NBO) charge analysis, in e, for atoms 1 through 4:
1. C -0.715
2. C 0.424
3. C -0.227
4. C -0.124

[8]
C5H10N3 | ωB97M-V/def2-TZVPD

## Properties
**Charge**: +1
**Energy**: -9805.300 eV
**Spin multiplicity**: 1
**Frontier orbital gap**: 5.10 eV
**M**: 112.2 g/mol

Geometry (Å):
C (1.2683, -0.3823, 0.9868)
C (0.1460, 0.7529, 1.1581)
C (-1.1605, 0.3454, 0.5690)
C (-1.5300, -0.4871, -0.4731)
N (-2.8817, -0.5222, -0.4933)
C (-3.3181, 0.3080, 0.5242)
N (-2.3042, 0.7236, 1.2360)
N (1.2961, -0.5367, -0.3977)
H (0.7443, -1.1622, 1.5354)
H (2.2181, -0.0543, 1.4371)
H (0.5592, 1.7230, 0.8772)
H (-0.0780, 0.9044, 2.2257)
H (5.4283, 0.0141, -3.5292)
H (-3.3682, -1.0919, -1.1684)
H (-4.3139, 0.4505, 0.8992)
H (5.9403, 0.5317, -3.4972)
H (-0.9429, -0.9537, -1.2420)
H (2.2970, -0.5633, -0.6478)

Atoms 1-3, force components in eV/Å:
C 1.2 0.9 -1.6
C -2.2 0.8 1.0
C 0.2 0.4 0.8

Results of the natural (NBO) charge analysis, in e, for atoms 1 through 4:
1. C -0.313
2. C -0.366
3. C 0.110
4. C 0.015

[9]
C5H10N3 | ωB97M-V/def2-TZVPD

## Properties
**Charge**: +1
**Energy**: -9809.874 eV
**Spin multiplicity**: 1
**Frontier orbital gap**: 11.11 eV
**M**: 112.2 g/mol

Geometry (Å):
C (-1.9643, 0.3890, -1.3352)
C (-1.6449, 1.2504, -0.2964)
C (-0.3159, -0.4660, -0.1608)
C (2.2554, 0.8260, 1.7588)
C (-1.4564, -2.0363, -1.7827)
N (-1.1250, -0.6558, -1.2012)
N (-0.6355, 0.7047, 0.3895)
N (1.4605, 1.7736, 1.9956)
H (-2.5536, 0.4042, -2.1791)
H (-1.8506, 2.2914, -0.0361)
H (2.8410, 0.3890, 2.6170)
H (2.0755, 0.1200, 0.9189)
H (-0.6704, -2.7238, -1.5543)
H (-2.4283, -2.4401, -1.5472)
H (-1.5348, -1.7970, -2.8932)
H (0.4280, -1.0652, 0.2706)
H (1.6357, 2.2863, 2.9010)
H (-0.1043, 1.1025, 1.1808)

Atoms 1-3, force components in eV/Å:
C 1.2 1.4 2.3
C -0.8 1.6 -1.2
C -0.9 1.0 0.3

Results of the natural (NBO) charge analysis, in e, for atoms 1 through 4:
1. C -0.044
2. C -0.028
3. C 0.226
4. C -0.014

[10]
C5H10N3 | ωB97M-V/def2-TZVPD

## Properties
**Charge**: +1
**SMILES**: CC[n+]1cccn1N
**Energy**: -9808.515 eV
**Spin multiplicity**: 1
**Frontier orbital gap**: 10.69 eV
**M**: 112.2 g/mol

Geometry (Å):
C (-1.9510, -0.3458, 0.9829)
C (-2.1200, -0.1346, -0.3649)
C (-0.6568, -0.1964, 1.2579)
C (2.2012, -0.2688, 1.0008)
C (1.3684, 0.4417, -0.0762)
N (-0.9074, 0.1074, -0.9015)
N (-0.0092, 0.1347, 0.1635)
N (-0.5750, 0.1049, -2.2516)
H (-2.8455, -0.4100, 1.6208)
H (-2.9635, 0.0200, -0.9816)
H (-0.1117, -0.3303, 2.1740)
H (2.4150, 0.3739, 1.7855)
H (3.0876, -0.4919, 0.5877)
H (1.7270, -1.1944, 1.5234)
H (1.6497, 0.0745, -1.0120)
H (1.5214, 1.5586, -0.0491)
H (-0.4171, 0.9844, -2.6737)
H (-1.4133, -0.4279, -2.7858)

Atoms 1-3, force components in eV/Å:
C -4.3 -0.1 0.1
C 1.5 0.6 -0.4
C 1.8 0.2 1.3

Results of the natural (NBO) charge analysis, in e, for atoms 1 through 4:
1. C -0.308
2. C 0.040
3. C 0.051
4. C -0.611

[11]
C5H10N3 | ωB97M-V/def2-TZVPD

## Properties
**Charge**: +1
**Energy**: -9805.607 eV
**Spin multiplicity**: 1
**Frontier orbital gap (spin up / spin down)**: 7.66 / 6.55 eV
**M**: 112.2 g/mol

Geometry (Å):
C (-1.0351, -0.0636, 1.6346)
C (0.7052, -1.2461, -0.6909)
C (1.1116, -1.0600, 0.7971)
C (0.4676, 0.1643, -1.3384)
C (-1.3175, 1.4445, -0.2240)
N (-1.8369, 0.5807, 0.8499)
N (0.1870, -0.4206, 1.5633)
N (0.0219, 1.2644, -0.5472)
H (-1.6162, -0.2692, 2.6125)
H (1.2878, -1.9549, -1.3240)
H (-0.3092, -1.6328, -0.7110)
H (1.4874, -2.0159, 1.2824)
H (2.0839, -0.5558, 0.9396)
H (1.4528, 0.5338, -1.5993)
H (-0.0704, -0.0060, -2.1498)
H (-1.8369, 1.1026, -1.0665)
H (-1.6126, 2.4181, 0.0433)
H (0.8296, 1.7163, -0.0716)

Atoms 1-3, force components in eV/Å:
C -2.5 -0.4 1.2
C -1.1 0.4 0.8
C 1.9 -1.7 -1.5

Results of the natural (NBO) charge analysis, in e, for atoms 1 through 4:
1. C 0.198
2. C -0.424
3. C -0.309
4. C -0.224

[12]
C5H10N3O | ωB97M-V/def2-TZVPD

## Properties
**Charge**: +1
**Energy**: -11855.497 eV
**Spin multiplicity**: 1
**Frontier orbital gap**: 9.84 eV
**M**: 128.2 g/mol

Geometry (Å):
C (-0.0487, -1.4120, 1.1418)
C (0.1885, 0.0435, 1.0741)
C (0.2546, 1.0791, 2.0940)
C (0.9470, 1.6080, -0.6711)
C (-2.5189, -2.6219, -1.9659)
N (0.5119, -0.8997, -0.8812)
N (0.4945, 0.2820, -0.2212)
N (0.1053, -1.8569, -0.0990)
O (-1.6947, -1.8152, -1.6277)
H (-0.1776, -2.1694, 1.8673)
H (-0.1647, 1.9987, 1.8949)
H (-0.1303, 0.6888, 2.9631)
H (1.3013, 1.2552, 2.3266)
H (0.7321, 1.9633, -1.7588)
H (0.4736, 2.3067, -0.0468)
H (2.0193, 1.5910, -0.5535)
H (-2.2399, -3.2276, -2.9050)
H (-3.3695, -2.9385, -1.4229)
H (0.3773, -0.9003, -1.8327)

Atoms 1-3, force components in eV/Å:
C 1.1 2.7 -2.6
C -0.1 -2.3 -1.4
C 2.0 -1.1 -0.2

Results of the natural (NBO) charge analysis, in e, for atoms 1 through 4:
1. C -0.067
2. C 0.266
3. C -0.675
4. C -0.433

Question: Which of these has the lowest energy?
Answer: C5H10N2O3S2

Question: What is the formula in the twelfth record?
Answer: C5H10N3O

Question: energy of number 6 (C5H10N2S)?
Answer: -19161.753 eV